No. 1
59
Properties=species:S:1:pos:R:3 method="wB97M-V/def2-TZVPD" total_charge=+1 e_tot_ha=-1513.05688 e_homo_ha=-0.387 e_lumo_ev=-5.7 gap_ev=4.842
C 1.09159 -0.08628 4.20639
Si 1.19916 -0.17142 2.33497
C 2.44359 -1.50200 1.91959
C -0.49574 -0.66868 1.59946
C -1.64415 0.23451 1.77941
C -2.89074 -0.05788 1.18314
C -3.97787 0.80700 1.31932
C -3.85293 1.98601 2.07047
C -2.62879 2.30377 2.66819
C -1.54182 1.44261 2.51653
C -0.52654 -1.85331 0.93320
Si 1.98515 1.83889 1.40582
C 2.17455 3.11320 2.77463
C 3.65675 1.57055 0.59825
C 0.78733 2.49313 0.11485
H 0.75265 -1.06712 4.57442
H 2.09320 0.11304 4.61534
H 0.39673 0.67439 4.58253
H 2.10049 -2.45823 2.34373
H 2.56724 -1.61758 0.83455
H 3.41326 -1.24074 2.36888
H -2.98801 -0.97091 0.59635
H -4.92736 0.55710 0.84087
H -4.70560 2.65436 2.19371
H -2.50330 3.21500 3.25898
H -0.60035 1.73281 2.99657
H -1.43436 -2.21489 0.45356
H 0.35883 -2.48324 0.82984
H 2.53617 4.04574 2.31622
H 1.22615 3.32839 3.28386
H 2.90958 2.78596 3.52244
H 3.98944 2.53611 0.18812
H 4.40399 1.22392 1.32477
H 3.59522 0.84541 -0.22423
H 1.23723 3.38762 -0.34323
H 0.61256 1.74946 -0.67435
H -0.18396 2.77034 0.54477
C -2.34900 -5.11867 -0.71271
C -3.65730 -5.10418 0.16018
C -3.15180 -5.38959 1.54564
C -1.78137 -5.61404 1.54411
C -1.25223 -5.47945 0.23725
C 0.09427 -5.76345 -0.15834
C 1.09862 -5.98359 0.82404
C 2.39233 -6.33031 0.45141
C 2.72041 -6.47617 -0.90513
C 1.74790 -6.25568 -1.89385
C 0.45552 -5.89214 -1.53257
H -2.44253 -5.83018 -1.54332
H -2.18356 -4.13544 -1.17585
H -4.17711 -4.14200 0.06480
H -4.34929 -5.87546 -0.20681
H -3.81276 -5.42958 2.40966
H -1.16631 -5.87716 2.40493
H 0.83298 -5.88207 1.87885
H 3.14304 -6.49316 1.22728
H 3.73319 -6.75865 -1.19039
H 1.99732 -6.36464 -2.95174
H -0.30801 -5.71897 -2.29598

=====

No. 2
91
Properties=species:S:1:pos:R:3 method="wB97M-V/def2-TZVPD" total_charge=+1 e_tot_ha=-14660.41164 e_homo_ha=-0.361 e_lumo_ev=-7.7 gap_ev=2.114
C -1.37230 -0.43270 -0.37285
C -2.04288 -1.18274 -1.33618
C -1.35605 -2.25345 -2.25041
N -2.18821 -2.28932 -3.48046
C -1.53744 -3.62502 -1.53639
N -0.34095 -4.52216 -1.52335
C 0.79170 -3.67695 -1.27548
N 1.27575 -3.78339 -0.06467
C 2.67825 -3.64689 0.46430
I 3.63501 -1.65941 0.33878
C 2.62111 -3.97063 2.01322
C 1.51077 -2.98890 2.70473
N 1.19845 -2.82648 -2.29195
C 0.10171 -1.85423 -2.65781
H -0.67473 0.36601 -0.74104
H -1.44661 -0.56600 0.71941
H -3.14473 -1.05300 -1.45138
H -2.54464 -1.35954 -3.70010
H -1.68210 -2.70308 -4.25378
H -1.92931 -3.44598 -0.51241
H -2.34552 -4.17278 -2.07678
H -0.22900 -5.06528 -2.37678
H 0.55448 -4.05580 0.63671
H 3.40162 -4.36787 0.03423
H 3.75066 -3.79707 2.47312
H 2.33163 -5.04106 2.16382
H 1.30581 -2.08500 2.07403
H 0.53747 -3.56523 2.71402
H 1.75406 -2.71374 3.71974
H 1.43561 -3.38935 -3.11129
H 0.15255 -1.72337 -3.76057
H 0.40116 -0.85956 -2.24392
B 0.23491 2.37049 0.93874
F -0.18435 3.50302 0.23946
F 0.82161 1.42827 0.01953
F 1.20750 2.74165 1.90269
F -0.86544 1.76701 1.58203
C 5.45842 1.11214 -2.73483
C 4.08446 0.91567 -2.59127
C 3.20819 1.97100 -2.84377
C 3.70623 3.19639 -3.23175
C 5.06507 3.41102 -3.36434
C 5.94452 2.36629 -3.11756
N 2.77758 4.29744 -3.51910
O 1.60336 4.08402 -3.37660
O 3.25824 5.34840 -3.88642
H 6.15631 0.29044 -2.54660
H 3.66053 -0.05488 -2.27809
H 2.14219 1.81569 -2.73080
H 5.45320 4.37723 -3.66118
H 7.01616 2.52501 -3.22386
C -4.31847 -5.08192 0.50288
Br -2.76249 -5.49241 1.61123
Br -5.81972 -6.19150 0.97012
Br -4.75306 -3.20537 0.56395
H -4.04875 -5.31798 -0.51986
C -5.10202 3.99857 4.42446
C -3.89380 3.46567 3.69416
O -2.95203 4.17658 3.39885
N -3.88656 2.14160 3.36943
C -4.90798 1.15113 3.63817
H -4.96597 5.05996 4.61444
H -5.99821 3.86719 3.81575
H -5.22006 3.48690 5.38154
H -3.04904 1.85222 2.88150
H -4.47041 0.35247 4.24301
H -5.24507 0.73054 2.68801
H -5.75809 1.57427 4.16427
K 7.18678 2.48450 -1.22411
C 3.35804 3.31187 4.03915
C 3.53481 2.70252 5.39824
O 4.85426 2.18439 5.32606
C 5.52563 2.97774 4.44856
O 6.70876 2.98965 4.33890
O 4.68442 3.74462 3.71568
F 2.67688 1.67213 5.59657
H 3.02619 2.59238 3.28922
H 2.66418 4.14923 4.04907
H 3.45344 3.40977 6.22636
B -5.34333 2.35177 -3.52253
O -6.32611 1.49593 -4.22934
C -5.65334 0.59549 -4.91926
O -6.14820 -0.25794 -5.60473
C -4.18507 0.80743 -4.70407
O -3.29325 0.14889 -5.18878
O -4.00295 1.82424 -3.89572
F -5.52722 2.25435 -2.12923
F -5.47073 3.68249 -3.93706
Al 0.10543 -5.58988 1.02462
Cl 4.06666 -1.92164 -2.11972
Br 3.90446 -3.33411 3.96543

=====

No. 3
86
Properties=species:S:1:pos:R:3 method="wB97M-V/def2-TZVPD" total_charge=0 e_tot_ha=-4006.00496 e_homo_ha=-0.280 e_lumo_ev=0.3 gap_ev=7.873
C 2.67201 -0.50866 2.65768
O 2.50266 -1.90619 2.44863
B 3.02854 -2.47143 1.33109
O 4.24997 -2.03957 0.80453
P 1.97250 -3.74529 0.37662
C 1.43395 -5.05084 1.57200
C 0.16375 -4.69434 2.39160
C -0.71206 -3.57882 1.81014
S -2.44106 -3.94825 2.24815
C -3.23756 -2.76392 1.17831
S -3.76286 -3.27899 -0.27995
N -3.50750 -1.52614 1.68369
C -3.58838 -0.43341 0.70969
C -2.20201 -0.18674 0.08791
O -1.17582 -0.61248 0.97596
C -1.46515 -0.29319 2.32152
C -2.73873 -1.01582 2.81935
H 3.12371 -0.30925 3.63015
H 1.69786 -0.01982 2.60655
H 3.31500 -0.06136 1.89757
H 4.08080 -1.41492 0.10269
H 2.94006 -4.41554 -0.38620
H 2.24849 -5.25228 2.27291
H 1.28217 -5.97950 1.01480
H 0.46463 -4.42151 3.40700
H -0.43805 -5.60449 2.49075
H -0.66590 -3.53813 0.72190
H -0.43728 -2.60741 2.23661
H -3.87595 0.46481 1.26341
H -4.35656 -0.60093 -0.04406
H -2.11360 0.89711 -0.09185
H -2.05422 -0.69416 -0.86431
H -1.56314 0.79366 2.44539
H -0.60531 -0.62090 2.90697
H -3.37137 -0.28901 3.34070
H -2.51794 -1.81243 3.52620
O 4.26889 2.04187 0.12640
C 3.22453 2.47770 0.48259
O 2.13620 2.61326 -0.29755
C 1.02494 2.97639 0.52868
C 1.71498 3.58212 1.73584
F 1.04417 3.32672 2.89117
O 2.94766 2.87829 1.75381
H 0.47827 2.07428 0.81341
H 0.37192 3.66554 0.00276
H 1.90993 4.64662 1.64901
O 4.32342 -3.06864 -5.02484
C 5.00831 -2.82448 -4.08970
O 4.66890 -1.97269 -3.10408
C 5.63694 -2.07094 -2.05466
C 6.84473 -2.60925 -2.79922
F 7.60297 -3.43711 -2.04759
O 6.23613 -3.35328 -3.84692
H 5.29157 -2.78200 -1.30527
H 5.79640 -1.09541 -1.60328
H 7.49222 -1.84820 -3.23712
O 2.60076 6.18210 0.13916
C 1.65199 6.87562 -0.01273
O 0.37039 6.45702 0.11418
C -0.49566 7.59503 0.02182
C 0.37750 8.58596 -0.72903
F 0.16549 9.86278 -0.34583
O 1.68287 8.18801 -0.34208
H -0.71608 7.96670 1.02291
H -1.41387 7.32805 -0.49100
H 0.30228 8.52942 -1.81588
O -5.02757 2.77355 1.22765
C -6.02523 2.14448 1.33402
O -7.09540 2.23767 0.51697
C -8.02856 1.20801 0.86470
C -7.63705 0.90058 2.29933
F -7.80227 -0.39994 2.62075
O -6.25611 1.21739 2.30201
H -7.86058 0.33409 0.23409
H -9.04572 1.56728 0.74697
H -8.13944 1.51157 3.05123
O -0.67285 -1.21899 -2.77801
C -0.30466 -1.69621 -3.79475
O -0.30060 -3.01850 -4.08386
C 0.05175 -3.18738 -5.45964
C 0.79619 -1.89879 -5.75422
F 0.61083 -1.46347 -7.02412
O 0.18057 -0.99299 -4.85604
H -0.85508 -3.24757 -6.06350
H 0.65142 -4.08246 -5.59062
H 1.86597 -1.93970 -5.54198

=====

No. 4
73
Properties=species:S:1:pos:R:3 method="wB97M-V/def2-TZVPD" total_charge=-1 e_tot_ha=-2022.36285 e_homo_ha=-0.185 e_lumo_ev=2.2 de_lowest_kcal_mol=30.3 gap_ev=7.235
Ba 0.35004 -0.12163 2.34871
N 3.20023 -3.86932 1.32578
C 3.11490 -2.89328 2.41359
C 2.66051 -1.50220 1.97385
O 2.00896 -1.42730 0.86681
N 2.85135 -0.40157 2.68975
C 2.99287 -0.53226 4.15953
C 1.49132 -0.55306 4.57513
O 0.93762 0.54626 4.83685
O 0.84272 -1.60293 4.26212
H 4.00267 -3.64023 0.75104
H 2.40782 -3.69997 0.71493
H 4.08902 -2.82221 2.89986
H 2.41160 -3.24746 3.16917
H 3.47804 0.35508 4.55786
H 3.52059 -1.43404 4.48475
O -2.09895 2.48435 -0.12022
C -1.64668 2.02278 0.95235
N -1.87015 0.83197 1.50003
C -2.78021 -0.04098 0.74924
C -2.47310 -1.54878 0.83530
C -3.37518 -2.47042 0.29715
C -3.09339 -3.81938 0.37060
C -1.91489 -4.24709 0.97570
C -1.06576 -3.28345 1.47513
N -1.34375 -1.97277 1.40852
C -0.80098 2.97020 1.85440
C -1.28965 4.24254 2.11482
C -0.58823 5.04427 2.99734
C 0.58167 4.57499 3.58003
C 1.01258 3.30405 3.25032
N 0.33207 2.51513 2.41212
H -2.80479 0.24920 -0.30722
H -3.80458 0.11396 1.10990
H -4.28497 -2.11416 -0.17256
H -3.78927 -4.54213 -0.03985
H -1.65952 -5.29515 1.05547
H -0.12736 -3.54984 1.95398
H -2.20342 4.56585 1.63488
H -0.95418 6.03519 3.24113
H 1.15006 5.17636 4.27659
H 1.91226 2.87957 3.68002
C 0.94149 -0.28916 -2.03887
N -0.09096 -1.19563 -1.53118
C -1.27737 -1.07685 -2.38230
N -0.99005 -1.40444 -3.79039
C 0.06936 -0.49001 -4.24529
N 1.29170 -0.59283 -3.43944
C 1.75234 -1.98498 -3.49585
N 0.74561 -2.94068 -3.00924
C 0.41230 -2.56537 -1.62114
C -0.45944 -2.77191 -3.82754
H 1.82695 -0.39592 -1.41021
H 0.57520 0.73759 -1.97844
H -1.64523 -0.04952 -2.32923
H -2.05050 -1.75411 -2.01452
H -0.30458 0.53374 -4.18659
H 0.31124 -0.72137 -5.28547
H 2.65188 -2.08328 -2.88601
H 1.99751 -2.23221 -4.53183
H 1.30627 -2.63237 -1.00098
H -0.34382 -3.25217 -1.23565
H -1.22978 -3.45510 -3.46234
H -0.22284 -3.03196 -4.86244
C -2.01410 5.07074 -1.68348
Te -0.34374 3.85411 -1.98360
C 0.52763 5.24291 -3.32643
H -2.43060 5.34420 -2.65211
H -1.72492 5.96002 -1.12491
H -2.72218 4.47466 -1.11319
H 0.63909 6.21058 -2.83798
H -0.09278 5.33563 -4.21723
H 1.51444 4.87554 -3.61098

=====

No. 5
69
Properties=species:S:1:pos:R:3 method="wB97M-V/def2-TZVPD" total_charge=+1 e_tot_ha=-4752.23504 e_homo_ha="-0.386 / -0.388" e_lumo_ev="-5.9 / -5.9" de_lowest_kcal_mol=9.0 gap_ev="4.546 / 4.691"
Pd 0.36235 1.52927 2.08982
C 3.81324 -1.52106 -3.85624
C 2.78941 -2.45373 -3.20997
C 3.48963 -3.77297 -2.85270
C 1.66988 -2.72693 -4.22547
C 2.17974 -1.84915 -1.94927
C 2.56050 -0.61712 -1.44728
C 1.93892 -0.12770 -0.31293
Br 2.64490 1.48770 0.40683
C 0.91334 -0.79913 0.35864
O 0.35908 -0.33350 1.47573
C 0.57406 -2.10525 -0.09274
C 1.21904 -2.56583 -1.22849
C -0.28287 -3.10215 0.71675
C -1.35486 -2.49813 1.63266
C -1.00900 -4.09832 -0.20440
C 0.70205 -3.88651 1.60368
H 4.20381 -1.98582 -4.76192
H 4.66022 -1.32848 -3.19508
H 3.36826 -0.56547 -4.14091
H 3.93155 -4.21265 -3.74840
H 2.79524 -4.50203 -2.43332
H 4.28595 -3.60579 -2.12568
H 2.08788 -3.16468 -5.13343
H 1.15981 -1.80081 -4.49836
H 0.92730 -3.42204 -3.83165
H 3.33555 -0.03279 -1.92033
H 0.98373 -3.56023 -1.57580
H -2.07622 -1.89082 1.08285
H -0.93017 -1.89111 2.42700
H -1.90520 -3.32116 2.09232
H -1.68984 -3.59409 -0.89108
H -1.59908 -4.77865 0.41084
H -0.33070 -4.71778 -0.78807
H 1.22891 -3.21535 2.28422
H 1.44162 -4.40959 0.99593
H 0.16198 -4.62319 2.20143
O 0.97759 1.29774 5.96843
C 0.80369 1.61239 4.82646
O 0.72127 0.74411 3.82609
C 0.67129 3.06004 4.41154
C 0.77556 4.10344 5.30448
C 0.64960 5.39748 4.81897
C 0.42570 5.59965 3.46480
C 0.32806 4.50630 2.62327
N 0.45178 3.27030 3.10700
H 0.95405 3.87683 6.34632
H 0.72799 6.24193 5.49017
H 0.32815 6.59453 3.05505
H 0.15501 4.59423 1.55966
C -2.37754 -0.92717 -1.84900
C -2.93365 0.43185 -1.52795
O -1.82118 1.31717 -1.19810
P -1.66803 2.21884 0.06110
O -0.21430 2.52917 0.33777
Te -2.22781 1.17694 2.18515
O -2.41608 3.56833 -0.18987
C -3.77905 3.64748 -0.70255
C -4.20409 5.09095 -0.65855
H -3.18736 -1.58867 -2.15882
H -1.88526 -1.35410 -0.97894
H -1.65010 -0.85940 -2.65752
H -3.62966 0.40272 -0.68540
H -3.43465 0.88063 -2.38366
H -4.42181 3.02336 -0.07600
H -3.77663 3.25617 -1.71978
H -4.19614 5.46494 0.36405
H -5.21609 5.18151 -1.05261
H -3.54033 5.70335 -1.26674

=====

No. 6
72
Properties=species:S:1:pos:R:3 method="wB97M-V/def2-TZVPD" total_charge=+1 e_tot_ha=-2666.15023 e_homo_ha=-0.357 e_lumo_ev=-2.5 de_lowest_kcal_mol=65.2 gap_ev=7.237
Cd -3.49532 -16.33355 -4.62568
N -3.03402 -15.30599 -6.78904
C -3.65242 -15.99722 -7.89375
C -5.14389 -16.22223 -7.70467
N -5.43631 -16.70909 -6.37064
C -6.72804 -16.15166 -5.79691
C -6.51971 -15.66345 -3.27607
N -5.19241 -15.02737 -3.57365
C -5.48380 -18.23757 -6.41770
C -4.15252 -18.99010 -6.26720
N -3.51698 -18.70150 -4.93542
H -3.21564 -14.29009 -6.87677
H -2.01025 -15.45130 -6.90264
H -3.19302 -16.94288 -8.02608
H -3.56666 -15.43504 -8.84746
H -5.50689 -17.02464 -8.50064
H -5.71878 -15.28717 -7.79346
H -7.63084 -16.45788 -6.48115
H -6.65225 -15.04086 -5.90687
H -5.32348 -16.90183 -2.06548
H -7.32021 -14.86607 -3.17889
H -4.83443 -14.60693 -2.68701
H -5.29915 -14.17111 -4.15485
H -5.95665 -18.47575 -7.38796
H -6.13085 -18.55172 -5.56883
H -3.43128 -18.76241 -7.02695
H -4.48091 -20.02151 -6.35010
H -2.52095 -19.10782 -4.93889
H -3.98442 -19.25412 -4.17675
C -6.54153 -15.45473 -0.79716
N -5.34967 -14.68801 -0.51354
C -5.38426 -13.47808 0.32429
C -4.45512 -12.51932 -0.30838
N -4.82467 -11.69491 -1.28815
C -3.60877 -11.11133 -1.69548
C -3.25040 -10.23985 -2.66556
C -1.90446 -9.93493 -2.93607
C -0.85068 -10.32886 -2.11969
C -1.18366 -11.24381 -1.07024
C -2.52638 -11.61322 -0.88051
N -3.17544 -12.41095 0.08960
C -6.33160 -16.46830 -1.97693
N -6.95791 -16.57805 -4.37835
C -8.10324 -17.36666 -4.14865
C -9.02112 -17.83610 -5.07294
C -9.78920 -18.96660 -4.79354
C -9.57705 -19.69334 -3.65257
C -8.99182 -19.04996 -2.60673
C -8.08938 -17.93952 -2.85464
N -7.32524 -17.45614 -1.87829
H -6.89101 -15.96572 0.12159
H -7.41598 -14.82584 -1.07699
H -4.60359 -15.28240 -0.16092
H -6.32952 -12.94915 0.27040
H -4.93393 -13.70674 1.33406
H -3.97242 -9.78128 -3.38743
H -1.78410 -9.38232 -3.89763
H 0.14631 -9.93542 -2.31950
H -0.40778 -11.57531 -0.42661
H -2.71019 -13.02473 0.77024
H -9.02371 -17.39558 -6.06314
H -10.49689 -19.23127 -5.53713
H -9.96489 -20.76069 -3.67182
H -9.03088 -19.41689 -1.57525
H -7.58558 -17.74847 -0.95968
Cl -0.17181 -15.38931 -1.21492
C -0.88215 -17.02790 -1.38554
Cl 0.29286 -18.38602 -1.66675
C -1.87593 -16.96467 -2.54420
O -3.03417 -17.38272 -2.30265
O -1.46794 -16.58709 -3.69822
H -1.40385 -17.33996 -0.50387